2 unconnected molecules or ions with the total composition C6H11N3O in a non-equilibrium geometry, computed with wB97M-V/def2-TZVPD.

XYZ file:
```
21
C6H11N3O wB97M-V/def2-TZVPD
O -1.878 -0.824 1.205
N -2.789 -0.121 -0.516
N -0.092 2.118 -0.516
N 1.032 0.150 1.666
C -1.610 -0.353 0.036
C 1.629 -0.831 0.751
C 0.628 -1.574 -0.108
C -0.297 -0.489 -0.693
C 1.606 0.598 0.396
C 0.568 0.842 -0.679
H -0.618 2.391 -1.339
H 2.555 -1.323 1.052
H 1.676 0.351 2.427
H 2.502 1.221 0.411
H 1.101 0.871 -1.641
H -0.575 -0.711 -1.732
H -2.747 0.555 -1.271
H 0.072 -2.340 0.447
H -0.737 2.110 0.269
H 1.174 -2.073 -0.921
H -3.200 -0.567 0.757
```

Properties
- Net charge: 0
- Electronic energy: -12915.496 eV
- Kohn-Sham gap: 9.8866 eV
- Strongest force on any atom: 0.0615 Eh/bohr

These are the natural (NBO) partial charges, in e, on atoms 1 to 8: atom 1 (O): -0.67, atom 2 (N): -0.85, atom 3 (N): -0.83, atom 4 (N): -0.60, atom 5 (C): 0.65, atom 6 (C): -0.08, atom 7 (C): -0.40, atom 8 (C): -0.32

***

7 unconnected molecules or ions with the total composition C24H68N6O7 in a non-equilibrium geometry, computed with wB97M-V/def2-TZVPD.

XYZ file:
```
105
C24H68N6O7 wB97M-V/def2-TZVPD
O -0.109 0.837 -0.700
O -4.499 2.729 -3.117
O 2.583 -0.155 -3.745
O 2.323 2.597 -1.004
O -3.257 -2.515 3.122
O 0.811 -3.172 0.808
O -0.460 2.994 3.237
N 1.537 -0.686 2.248
N -1.401 -1.648 -0.010
N 3.397 -0.087 -0.690
N -1.184 1.981 5.983
N 1.668 -2.086 -5.580
N -1.791 2.357 -2.468
C 0.008 1.770 5.226
C 3.748 2.412 -0.641
C -0.784 3.173 1.847
C 0.731 0.558 5.774
C 3.967 1.037 0.090
C 1.902 -1.319 -3.222
C 1.787 1.018 -3.732
C -5.551 3.589 -3.323
C 5.437 0.796 0.399
C 1.502 -2.617 3.803
C -0.149 1.730 3.669
C -2.879 0.424 -3.204
C -3.506 2.728 -4.125
C -2.651 -2.726 1.778
C 0.398 -4.533 1.007
C -3.309 -0.411 0.865
C -3.262 -3.713 3.856
C -2.165 -1.381 1.213
C 2.176 -1.922 2.583
C 1.946 3.946 -1.233
C 0.377 -3.269 -3.903
C -2.350 1.779 -3.659
C 2.099 -2.897 1.361
C 0.983 -1.923 -4.315
H 2.644 0.398 -1.158
H 1.088 -4.085 -3.769
H -0.740 1.318 -1.235
H -3.167 3.758 -4.228
H -3.404 -3.091 1.079
H -3.825 -0.656 -0.064
H 0.437 -2.744 3.608
H 5.592 -0.131 0.949
H 3.208 -1.719 2.869
H 1.900 -3.612 4.005
H 2.696 -2.036 -3.014
H 2.614 -2.357 0.567
H -0.220 -3.586 -4.758
H 0.912 4.056 -1.560
H -0.557 -4.736 0.521
H -0.935 1.022 3.405
H -0.199 -3.293 -2.978
H 0.650 2.628 5.422
H 2.722 -3.781 1.497
H 0.684 1.374 -0.723
H -1.115 -0.789 -0.459
H 0.220 -4.670 2.073
H -4.037 -0.474 1.674
H -3.764 -3.493 4.798
H 3.978 -0.536 -1.384
H -3.488 0.396 -2.300
H 2.564 4.359 -2.030
H 1.035 1.046 -2.944
H -1.603 3.330 -2.665
H -2.972 0.620 0.761
H -0.557 -2.193 0.097
H 6.011 1.482 1.022
H 0.153 3.192 1.290
H 1.167 0.938 -4.625
H 0.829 1.509 3.244
H 2.380 -2.788 -5.436
H 0.635 -1.003 1.922
H 1.885 -0.233 1.415
H 1.755 0.382 5.445
H -2.155 -0.390 -3.165
H -1.820 2.578 5.472
H 5.941 0.684 -0.562
H 0.883 0.641 6.850
H -1.347 4.099 1.738
H -5.227 4.622 -3.453
H 4.087 3.210 0.020
H 1.119 -5.262 0.637
H -3.766 -4.486 3.277
H 3.439 1.110 1.040
H -1.464 2.432 1.428
H 4.355 2.409 -1.547
H -1.698 1.115 6.058
H -2.220 -3.934 4.088
H -3.915 2.376 -5.072
H 0.196 -1.179 -4.435
H 2.237 -1.256 -5.672
H -6.167 3.617 -2.423
H 2.404 1.916 -3.713
H -6.176 3.286 -4.163
H 1.426 -0.992 -2.298
H -2.449 2.424 -1.704
H 0.173 -0.355 5.565
H -3.629 0.133 -3.939
H -1.637 1.748 -4.483
H 1.692 -1.971 4.660
H -1.903 -3.514 1.684
H -1.546 -0.861 1.945
H 1.918 4.605 -0.366
```

Properties
- SMILES string: COC[C@H](C)N.COC[C@H](C)N.COC[C@H](C)N.COC[C@H](C)N.COC[C@H](C)N.COC[C@H](C)N.O
- Net charge: 0
- Electronic energy: -49259.751 eV
- Kohn-Sham gap: 8.6510 eV
- Strongest force on any atom: 0.0581 Eh/bohr

These are the Mulliken partial charges, in e, on atoms 1 to 8: atom 1 (O): 1.07, atom 2 (O): -0.22, atom 3 (O): -0.45, atom 4 (O): 0.22, atom 5 (O): -0.40, atom 6 (O): -0.03, atom 7 (O): -0.47, atom 8 (N): 0.06

***

A molecular structure, C3H2N4 in a non-equilibrium geometry, computed with wB97M-V/def2-TZVPD.

XYZ file:
```
9
C3H2N4 wB97M-V/def2-TZVPD
N -1.278 -0.127 0.194
N -0.696 0.983 0.539
N 0.463 0.855 -0.156
N 2.741 0.960 0.891
C -0.522 -0.968 -0.558
C 0.670 -0.333 -0.840
C 1.746 0.808 0.311
H -2.242 -0.248 0.479
H -0.883 -1.930 -0.860
```

Properties
- Net charge: 0
- Electronic energy: -9098.316 eV
- Kohn-Sham gap (alpha / beta): 8.8681 / 8.8676 eV
- Strongest force on any atom: 0.0625 Eh/bohr

These are the natural (NBO) partial charges, in e, on atoms 1 to 8: atom 1 (N): -0.24, atom 2 (N): -0.01, atom 3 (N): -0.27, atom 4 (N): -0.33, atom 5 (C): -0.17, atom 6 (C): -0.04, atom 7 (C): 0.40, atom 8 (H): 0.43